# 1
Entry from the Open Molecules 2025 dataset: 3 unconnected molecules or ions with the total composition C2H10NO3 in a non-equilibrium geometry (ωB97M-V/def2-TZVPD).

Geometry as XYZ:
```
16
C2H10NO3 | the Open Molecules 2025 dataset | ωB97M-V/def2-TZVPD
C -0.84952 -0.88671 -0.09349
O -0.29565 -0.51526 1.10694
C -0.82146 0.08409 -1.29240
N 0.47716 0.30751 -1.94206
H -1.93131 -1.12838 0.01176
H -0.35275 -1.78844 -0.50205
H -1.18647 1.07180 -1.03368
H -1.49412 -0.41539 -2.01315
H 1.05548 -0.53434 -2.01767
H 1.06004 0.83585 -1.28991
H 1.46564 -0.78572 0.74373
H 2.29048 -1.46359 -0.35197
O 2.39995 -0.88162 0.40660
H -0.22310 2.14618 1.39510
H -0.93116 0.84679 1.44659
O -1.10845 1.85121 1.63046
```

Calculated values
Gap between HOMO and LUMO ... 8.06 eV
Energy ... -362.6996 a.u.
Maximum force ... 1.0 eV/Å
Net charge ... -1
Energy above the lowest of the compared OMol25 structures with the same formula, charge and spin ... 4.86 kcal per mole

Mulliken population analysis, charges in e, atoms 1 to 2:
1 C -0.653
2 O -0.949


# 2
Entry from the Open Molecules 2025 dataset: 4 unconnected molecules or ions with the total composition C2H10NO5 in a non-equilibrium geometry (ωB97M-V/def2-TZVPD).

Geometry as XYZ:
```
18
C2H10NO5 | the Open Molecules 2025 dataset | ωB97M-V/def2-TZVPD
C 1.49764 -1.10655 0.03023
N 0.64815 0.03709 0.39170
C -0.49839 -0.13697 1.16569
O -0.78995 0.84939 1.85507
O -1.15933 -1.13412 0.98137
H 1.88212 -0.77826 -1.02625
H 0.99158 -2.04791 -0.16212
H 2.23735 -1.23495 0.79692
H 1.29994 0.84786 0.38611
H -0.69367 2.33523 1.07605
H -0.96729 3.79760 0.65369
O -0.38569 3.02700 0.47601
H -0.38229 1.85714 -1.14458
H -0.14648 0.41658 -1.39890
O -0.28778 1.22977 -1.88105
H -1.44154 -2.52657 -1.42069
H -0.86817 -2.46553 0.01067
O -0.93620 -2.96679 -0.78990
```

Calculated values
Gap between HOMO and LUMO ... 8.64 eV
Energy ... -513.2438 a.u.
Maximum force ... 3.7 eV/Å
Net charge ... -1
Energy above the lowest of the compared OMol25 structures with the same formula, charge and spin ... 18.09 kcal per mole

Mulliken population analysis, charges in e, atoms 1 to 2:
1 C -0.954
2 N -0.164


# 3
Entry from the Open Molecules 2025 dataset: 2 unconnected molecules or ions with the total composition C2H10NOS2 in a non-equilibrium geometry (ωB97M-V/def2-TZVPD).

Geometry as XYZ:
```
16
C2H10NOS2 | the Open Molecules 2025 dataset | ωB97M-V/def2-TZVPD
N -0.45042 2.47197 -1.22710
C 0.27714 1.14669 -1.36917
C -0.20929 0.10266 -0.39013
S 0.89708 -1.34818 -0.50529
S 0.83949 -1.99035 1.43882
H -1.12448 2.59473 -1.98158
H -0.99375 2.54776 -0.35030
H 0.29852 3.15126 -1.34504
H 0.17999 0.85990 -2.41224
H 1.32914 1.29144 -1.11825
H -1.20961 -0.25046 -0.63393
H -0.23455 0.44080 0.63854
H 0.42678 -3.20849 1.13822
H -2.19311 2.82798 1.74688
H -3.42350 2.53342 0.75801
O -2.49512 2.39579 0.94666
```

Calculated values
Gap between HOMO and LUMO ... 8.34 eV
Energy ... -1008.3174 a.u.
Maximum force ... 1.5 eV/Å
Net charge ... +1
Energy above the lowest of the compared OMol25 structures with the same formula, charge and spin ... 13.34 kcal per mole

Mulliken population analysis, charges in e, atoms 1 to 2:
1 N -0.150
2 C -0.629


| no. | LUMO energy (eV) |
| --- | --- |
| 1 | 4.20 |
| 2 | 3.78 |
| 3 | -3.58 |